Below is one molecule with the formula C3H4O3, with properties calculated with the ωB97M-V functional and the def2-TZVPD basis.

XYZ file:
```
10
Properties=species:S:1:pos:R:3:lowdin_charge:R:1
O 0.9634 1.7201 -0.6046 0.111
C 0.8462 1.2654 0.4919 -0.319
C 0.0997 -1.5433 -0.4922 -0.009
O -0.9328 -0.7568 -0.6321 -0.026
C -1.2225 0.2881 0.0616 -0.201
O -0.2876 0.6743 0.9884 0.008
H 1.6224 1.2469 1.2684 0.151
H 0.1054 -2.4028 -1.1424 0.070
H 0.7315 -1.4268 0.3776 0.075
H -1.9940 0.9473 -0.3007 0.140
```

- F_max (eV/Å) = 0.9
- frontier orbital gap (alpha / beta) (Eh) = 0.315 / 0.307
- calculated total energy (a.u.) = -342.2976
- lowest unoccupied orbital energy (alpha / beta) (eV) = 0.76 / 0.64

---

Below is one molecule with the formula C3H4O3 at a distorted geometry, with properties calculated with the ωB97M-V functional and the def2-TZVPD basis.

XYZ file:
```
10
Properties=species:S:1:pos:R:3:lowdin_charge:R:1
O -2.3521 -0.2044 -0.1049 0.146
C -1.1691 -0.1703 0.0320 -0.453
C -0.2710 1.0537 0.0930 -0.079
O 1.0192 0.5519 -0.0787 -0.069
C 0.9818 -0.8261 -0.0513 -0.176
O -0.3877 -1.2791 0.1248 0.078
H -0.4069 1.5934 1.0310 0.142
H -0.4421 1.6610 -0.7889 0.140
H 1.3960 -1.1967 -0.9979 0.138
H 1.6321 -1.1834 0.7409 0.132
```

- F_max (eV/Å) = 1.4
- frontier orbital gap (Eh) = 0.414
- calculated total energy (a.u.) = -342.4175
- lowest unoccupied orbital energy (eV) = 0.75

---

Below is C3H4O3 as an isolated structure, with properties calculated with the ωB97M-V functional and the def2-TZVPD basis.

XYZ file:
```
10
Properties=species:S:1:pos:R:3:lowdin_charge:R:1
O 0.6677 -0.9053 -0.9326 -0.017
C 0.3086 0.3280 -0.9447 -0.247
C -0.8731 0.7641 -0.1968 -0.089
O 0.2495 0.6754 0.7081 -0.065
C 0.5016 -1.0118 0.8341 -0.266
O -0.3975 -1.6473 1.2636 0.114
H 0.8901 1.0644 -1.5063 0.155
H -1.2098 1.7943 -0.2979 0.128
H -1.6559 0.0364 0.0141 0.128
H 1.5698 -1.0216 1.0513 0.160
```

- F_max (eV/Å) = 0.8
- frontier orbital gap (Eh) = 0.408
- calculated total energy (a.u.) = -342.3184
- lowest unoccupied orbital energy (eV) = 0.88